Computed, not measured: 4 unconnected molecules or ions with the total composition C39H85BBrI3N3O15P2, with ωB97M-V with the def2-TZVPD basis set.

The charge is -1. The value obtained for the highest occupied orbital energy is -0.1758 hartree. As for the multiplicity: 1. Its molecular weight is 1369.5 g/mol.

Geometry as XYZ:
```
149
Properties=species:S:1:pos:R:3:mulliken_charge:R:1
C -1.66 -5.07 -1.23 -1.433
C -0.56 -4.02 -1.43 -0.333
C -0.69 -3.20 -2.73 0.089
P -1.22 -1.35 -2.76 -1.894
I -2.92 -1.76 -0.68 -0.402
C -2.67 -1.73 -4.00 -0.617
C -2.27 -1.84 -5.47 -0.971
B -1.86 0.54 -2.79 1.872
O -2.04 1.18 -4.02 -0.224
O -2.23 1.22 -1.67 -0.368
C -2.99 2.43 -1.72 -0.290
C -3.65 2.63 -0.37 -1.284
O 0.07 -0.98 -1.66 -0.467
C 1.40 -0.71 -2.11 2.808
C 2.24 -2.02 -1.89 -1.082
C 3.72 -2.00 -1.47 -1.914
O 3.90 -2.53 -0.14 -0.313
C 4.80 -1.89 0.61 0.249
O 5.53 -2.43 1.38 -0.568
C 1.88 0.35 -1.07 -1.151
I 1.49 -0.47 0.92 -0.032
C 1.27 1.76 -1.13 0.521
C 0.38 2.29 -0.01 -1.852
I 2.97 3.17 -1.13 -0.097
C 1.16 -0.43 -3.70 1.373
C 1.12 0.98 -4.34 -0.906
C 2.40 1.76 -4.64 -0.972
C 2.10 3.22 -4.95 -0.836
C 1.62 3.51 -6.35 0.459
O 1.38 4.61 -6.75 -0.612
O 1.50 2.42 -7.15 -0.326
C 0.24 2.13 -7.79 -0.305
C -0.95 2.88 -7.26 -0.971
P 2.14 -1.25 -5.15 -0.217
O 1.92 -2.86 -4.97 -0.473
Br 4.37 -1.13 -4.65 -0.358
O -0.07 -1.02 -4.04 -0.714
H -1.47 -5.66 -0.33 0.299
H -1.62 -5.77 -2.08 0.388
H -2.66 -4.64 -1.21 0.305
H 0.38 -4.59 -1.49 0.369
H -0.46 -3.37 -0.56 0.011
H -1.31 -3.76 -3.43 0.579
H 0.29 -3.16 -3.17 0.111
H -3.42 -0.93 -3.92 0.380
H -3.19 -2.64 -3.67 0.578
H -1.52 -2.62 -5.64 0.241
H -3.15 -2.06 -6.09 0.421
H -1.87 -0.89 -5.82 -0.014
H -1.79 2.11 -3.99 0.139
H -2.32 3.27 -1.95 0.225
H -3.75 2.35 -2.51 0.450
H -3.91 1.66 0.05 0.293
H -2.95 3.10 0.33 0.127
H -4.54 3.26 -0.45 0.416
H 2.17 -2.61 -2.79 0.385
H 1.71 -2.60 -1.13 0.419
H 4.19 -1.02 -1.56 0.636
H 4.29 -2.67 -2.12 0.438
H 4.78 -0.79 0.47 0.282
H 2.96 0.44 -1.02 0.995
H 0.71 1.93 -2.05 0.048
H -0.51 1.66 0.05 0.303
H 0.06 3.30 -0.26 0.646
H 0.90 2.34 0.95 0.352
H 0.36 1.61 -3.88 -0.740
H 0.70 0.74 -5.32 0.730
H 2.85 1.35 -5.55 0.585
H 3.16 1.66 -3.86 0.678
H 1.32 3.62 -4.30 0.169
H 2.97 3.87 -4.80 0.409
H 0.36 2.31 -8.86 0.355
H 0.10 1.06 -7.66 0.269
H -0.92 3.94 -7.50 0.371
H -1.06 2.76 -6.17 0.140
H -1.85 2.45 -7.71 0.394
H 2.76 -3.33 -4.87 0.354
C 3.72 -1.50 8.09 -0.709
O 3.73 -0.10 8.23 -0.357
C 4.99 0.52 7.97 -0.775
C 4.93 1.37 6.72 -0.245
N 4.78 0.54 5.53 -0.297
C 4.55 1.28 4.29 -0.596
C 3.27 2.08 4.17 -0.544
O 2.10 1.29 4.14 -0.230
C 1.52 0.96 5.38 -0.725
H 2.74 -1.85 8.41 0.241
H 3.89 -1.82 7.05 0.297
H 4.49 -1.97 8.72 0.345
H 5.77 -0.25 7.87 0.409
H 5.24 1.15 8.82 0.391
H 5.86 1.94 6.64 0.359
H 4.11 2.09 6.85 0.200
H 4.01 -0.10 5.67 0.083
H 4.57 0.56 3.47 0.253
H 5.40 1.96 4.14 0.416
H 3.30 2.61 3.21 0.310
H 3.18 2.85 4.95 0.379
H 1.69 1.75 6.12 0.313
H 1.91 0.02 5.79 0.224
H 0.45 0.84 5.22 0.272
C -4.01 9.04 -2.85 -0.710
O -3.45 9.55 -1.66 -0.351
C -4.34 9.60 -0.55 -0.761
C -3.92 8.63 0.53 -0.234
N -4.11 7.26 0.09 -0.294
C -3.57 6.25 1.00 -0.219
C -2.06 6.20 1.20 -0.706
O -1.35 5.79 0.05 -0.172
C -0.98 6.83 -0.84 -0.753
H -3.26 9.15 -3.63 0.246
H -4.28 7.99 -2.76 0.290
H -4.91 9.61 -3.14 0.346
H -5.36 9.39 -0.88 0.407
H -4.31 10.62 -0.15 0.389
H -4.53 8.81 1.42 0.354
H -2.88 8.86 0.79 0.197
H -3.67 7.14 -0.81 0.079
H -3.88 5.27 0.63 -0.152
H -4.05 6.38 1.98 0.452
H -1.86 5.43 1.96 0.384
H -1.65 7.14 1.59 0.427
H -0.82 7.77 -0.32 0.311
H -1.73 6.98 -1.63 0.243
H -0.05 6.53 -1.32 0.285
C -0.28 -10.82 5.01 -0.728
O -1.31 -9.96 5.46 -0.358
C -0.85 -8.77 6.09 -0.785
C -1.18 -7.55 5.27 -0.184
N -0.40 -7.51 4.05 -0.323
C -0.77 -6.44 3.12 -0.726
C -2.16 -6.49 2.50 -0.543
O -2.36 -7.59 1.62 -0.383
C -2.82 -8.78 2.22 -0.602
H -0.76 -11.72 4.63 0.243
H 0.31 -10.37 4.20 0.307
H 0.40 -11.09 5.82 0.347
H 0.23 -8.83 6.27 0.409
H -1.35 -8.70 7.06 0.393
H -0.95 -6.65 5.86 0.344
H -2.27 -7.55 5.09 0.190
H -0.49 -8.40 3.57 0.114
H -0.04 -6.45 2.30 0.392
H -0.66 -5.48 3.63 0.407
H -2.27 -5.59 1.89 0.395
H -2.96 -6.47 3.25 0.352
H -3.46 -8.57 3.09 0.295
H -2.00 -9.43 2.54 0.176
H -3.40 -9.32 1.47 0.272
```

=====

Computed, not measured: a single C18H14F3N3O2 molecule, with ωB97M-V with the def2-TZVPD basis set.

The value obtained for the highest occupied orbital energy is -0.3136 hartree. As for the multiplicity: 1. The SMILES is COC(=O)c1ccc(-c2ccn3c(C[C@H]4CC4(F)F)nnc3c2)c(F)c1. Its molecular weight is 361.3 g/mol.

Geometry as XYZ:
```
40
Properties=species:S:1:pos:R:3:mulliken_charge:R:1
C -3.38 -7.54 1.03 -0.632
O -2.66 -6.37 0.53 -0.305
C -1.98 -5.51 1.40 0.340
O -1.61 -5.78 2.55 -0.565
C -1.48 -4.09 0.99 0.493
C -1.99 -3.51 -0.16 -0.649
C -1.70 -2.19 -0.48 -0.566
C -0.75 -1.41 0.30 0.344
C -0.45 -0.02 0.13 0.417
C 0.59 0.41 -0.91 -1.114
C 0.62 1.77 -1.28 -0.130
N 0.17 2.70 -0.36 0.142
C 0.44 4.07 -0.20 0.193
C 1.25 5.01 -1.06 -0.480
C 2.72 4.67 -0.71 -0.452
C 3.66 3.94 -1.79 -1.000
C 3.87 5.43 -1.42 0.759
F 4.82 5.88 -0.61 -0.300
F 3.55 6.27 -2.36 -0.277
N -0.32 4.57 0.72 -0.373
N -1.04 3.55 1.28 -0.746
C -0.69 2.41 0.66 0.370
C -1.06 0.99 0.91 -0.647
C -0.22 -2.04 1.38 0.674
F 0.70 -1.36 2.11 -0.303
C -0.47 -3.36 1.72 -0.781
H -4.16 -7.98 0.30 0.263
H -2.76 -8.39 1.36 0.289
H -3.91 -7.37 1.97 0.301
H -2.68 -4.14 -0.74 0.422
H -2.18 -1.70 -1.29 0.515
H 0.97 -0.29 -1.59 0.506
H 1.24 2.10 -2.08 0.445
H 1.07 4.87 -2.16 0.359
H 1.22 6.06 -0.76 0.290
H 2.79 4.37 0.32 0.589
H 3.13 3.76 -2.72 0.344
H 4.31 3.19 -1.46 0.326
H -1.60 0.78 1.77 0.558
H -0.06 -3.73 2.70 0.384
```

=====

Computed, not measured: a gas-phase ion, C9H13N2S2 (charge +1), with ωB97M-V with the def2-TZVPD basis set.

The energy above the lowest of the compared OMol25 structures with the same formula, charge and spin is 7.4 kcal/mol. The charge is +1. The value obtained for the highest occupied orbital energy is -0.4549 hartree. As for the multiplicity: 1. The SMILES is CS[C@@]1(C)[NH+]=C(C)Nc2sccc21. Its molecular weight is 213.4 g/mol.

Geometry as XYZ:
```
26
Properties=species:S:1:pos:R:3:mulliken_charge:R:1
C -1.27 1.15 -2.17 -0.850
S -1.86 1.73 -0.42 0.010
C -0.74 0.68 0.47 0.759
C -1.24 0.69 1.91 -1.303
N -0.92 -0.92 -0.04 -0.222
C 0.02 -1.77 -0.16 0.718
C -0.38 -3.19 -0.53 -1.334
N 1.30 -1.39 -0.15 -0.065
C 1.70 -0.05 0.16 0.505
S 3.28 0.56 -0.09 -0.197
C 2.79 2.12 0.51 -0.426
C 1.44 2.19 0.72 -1.033
C 0.77 0.92 0.39 -0.065
H -1.90 1.59 -2.88 0.462
H -1.46 0.15 -2.19 0.240
H -0.23 1.53 -2.22 0.246
H -0.72 -0.23 2.51 0.278
H -2.32 0.29 1.90 0.402
H -1.02 1.60 2.48 0.367
H -1.89 -1.13 -0.08 0.293
H -0.53 -3.22 -1.62 0.336
H -1.44 -3.33 -0.29 0.345
H 0.34 -3.84 -0.07 0.428
H 1.99 -2.10 -0.31 0.225
H 3.27 3.01 0.82 0.512
H 1.02 2.97 1.34 0.366
```

=====

Computed, not measured: 3 unconnected molecules or ions with the total composition C3H12NO3, with ωB97M-V with the def2-TZVPD basis set.

The energy above the lowest of the compared OMol25 structures with the same formula, charge and spin is 20.5 kcal/mol. The charge is +2. The value obtained for the highest occupied orbital energy (alpha / beta) is -0.7028 / -0.6979 hartree. Its expectation value of S² is 0.759. As for the multiplicity: 2. Its molecular weight is 110.1 g/mol.

Geometry as XYZ:
```
19
Properties=species:S:1:pos:R:3:mulliken_charge:R:1
C 1.47 -0.06 1.29 -0.681
C 0.07 -0.11 1.85 -0.315
C -0.54 1.21 1.39 0.182
O -0.98 1.25 0.20 -0.002
N 1.51 -0.49 -0.21 -0.399
H 2.24 -0.65 1.88 0.393
H 1.86 1.00 1.09 0.432
H -0.02 -0.40 2.91 0.391
H -0.51 -0.95 1.37 0.344
H -0.45 2.01 2.14 0.422
H 1.24 -1.53 -0.35 0.421
H 2.49 -0.61 -0.40 0.349
H 0.86 -0.08 -0.94 0.403
H -2.56 1.38 -2.22 0.363
H -3.04 0.21 -1.32 0.332
O -2.60 0.38 -2.14 -0.668
H 0.18 -1.26 -2.61 0.304
H -1.13 -0.62 -1.99 0.333
O -0.12 -0.68 -1.95 -0.603
```

=====

Computed, not measured: a molecular structure, ClK2Li, with ωB97M-V with the def2-TZVPD basis set.

The charge is +2. The value obtained for the highest occupied orbital energy is -0.6704 hartree. As for the multiplicity: 1. Its molecular weight is 120.6 g/mol.

Geometry as XYZ:
```
4
Properties=species:S:1:pos:R:3:mulliken_charge:R:1
Li 13.03 27.18 18.33 0.903
K 11.43 30.87 21.41 0.937
K 11.55 27.05 22.21 0.980
Cl 11.70 28.49 19.66 -0.820
```

=====

Computed, not measured: a single C2H6F2OSi molecule, with ωB97M-V with the def2-TZVPD basis set.

The energy above the lowest of the compared OMol25 structures with the same formula, charge and spin is 4.9 kcal/mol. The value obtained for the highest occupied orbital energy is -0.4282 hartree. As for the multiplicity: 1. The SMILES is CO[Si](C)(F)F. Its molecular weight is 112.2 g/mol.

Geometry as XYZ:
```
12
Properties=species:S:1:pos:R:3:mulliken_charge:R:1
C 1.88 -0.72 -0.54 -0.629
O 0.74 0.00 -0.27 -0.104
Si -0.52 -0.19 0.65 0.610
C -1.73 1.20 -0.01 -0.993
F -1.30 -1.70 0.65 -0.351
F -0.13 -0.15 2.20 -0.264
H 1.54 -1.59 -0.93 0.322
H 2.61 -1.02 0.30 0.260
H 2.54 -0.17 -1.27 0.229
H -1.14 2.05 -0.11 0.327
H -1.85 1.03 -1.11 0.272
H -2.63 1.26 0.45 0.321
```

=====

Computed, not measured: a single C4H4N2 molecule, with ωB97M-V with the def2-TZVPD basis set.

The energy above the lowest of the compared OMol25 structures with the same formula, charge and spin is 56.1 kcal/mol. The value obtained for the highest occupied orbital energy is -0.3607 hartree. As for the multiplicity: 1. The SMILES is [H]/N=C1/C=CC=N1. Its molecular weight is 80.1 g/mol.

Geometry as XYZ:
```
10
Properties=species:S:1:pos:R:3:mulliken_charge:R:1
H 2.30 1.04 0.59 0.323
N 1.95 0.26 -0.05 -0.554
C 0.76 0.16 -0.05 0.366
C -0.08 -0.73 -1.02 -0.485
C -1.34 -0.81 -0.41 -0.224
C -1.23 0.37 0.57 -0.113
N -0.06 0.74 0.92 -0.546
H 0.05 -1.39 -1.83 0.390
H -2.23 -1.43 -0.35 0.364
H -2.05 0.86 0.96 0.479
```

=====

Computed, not measured: 2 unconnected molecules or ions with the total composition C5H14NS, with ωB97M-V with the def2-TZVPD basis set.

The energy above the lowest of the compared OMol25 structures with the same formula, charge and spin is 42.5 kcal/mol. The charge is +1. The value obtained for the highest occupied orbital energy is -0.4983 hartree. As for the multiplicity: 1. Its molecular weight is 120.2 g/mol.

Geometry as XYZ:
```
21
Properties=species:S:1:pos:R:3:mulliken_charge:R:1
C -0.34 -2.70 -1.79 -1.462
C -0.15 -1.31 -1.16 -0.098
C -0.10 -1.47 0.34 -0.912
S 1.31 -0.67 1.26 -0.249
H -0.57 -2.64 -2.87 0.359
H -1.20 -3.24 -1.29 0.368
H 0.55 -3.28 -1.61 0.387
H 0.74 -0.83 -1.57 0.327
H -1.00 -0.63 -1.35 0.286
H -0.11 -2.53 0.59 0.484
H -1.03 -1.06 0.80 0.480
H 0.59 -0.57 2.37 0.200
C -0.99 2.70 0.04 -0.020
C 0.01 3.28 -0.64 -0.680
N -0.86 1.35 0.53 -0.098
H -1.95 3.11 0.26 0.360
H -0.06 4.31 -1.09 0.264
H 0.95 2.76 -0.77 0.255
H 0.12 1.12 0.83 0.146
H -1.46 1.14 1.37 0.444
H -1.19 0.62 -0.18 0.158
```

=====

Calculated electronic energy (hartree), listed in the same order as above: -7004.5328; -1308.5310; -1256.3519; -401.1712; -1667.1830; -644.4208; -264.2370; -651.5448